16
Properties=species:S:1:pos:R:3 method="wB97M-V/def2-TZVPD" total_energy_ha=-159.51926 spin_multiplicity=1 smiles=CC.CC homo_energy_ev=-10.850 largest_force_ha_per_bohr=0.087 de_lowest_kcal_mol=41.24
C 0.549 -0.445 -1.955
C 1.638 0.459 -1.514
H 1.035 -1.369 -1.826
H -0.535 -0.141 -1.663
H 0.338 -0.558 -2.958
H 1.397 1.435 -2.071
H 1.490 0.568 -0.493
H 2.770 0.293 -1.678
C -0.708 0.346 2.294
C -1.489 -0.376 1.252
H -0.412 1.350 1.966
H -1.135 0.486 3.243
H 0.232 -0.300 2.650
H -1.119 -0.111 0.261
H -2.492 -0.133 1.153
H -1.560 -1.501 1.339